The following is a DFT calculation (ωB97M-V/def2-TZVPD) of a cluster of 15 separate species, C70H185N15O20 in total at a distorted geometry.

XYZ file:
```
290
Properties=species:S:1:pos:R:3:forces:R:3
C 4.017678 -0.900518 3.042439 -0.5 -0.2 -0.3
C 5.390298 -1.304485 2.545313 -0.6 0.8 0.3
C 5.645742 -2.769413 2.826421 1.0 0.0 2.0
O 5.489450 -3.121593 4.256930 0.7 0.3 -0.8
C 6.379312 -2.423788 5.132834 -0.3 0.4 0.1
N 5.495797 -1.137704 1.140184 0.3 -0.6 -1.5
H 3.715347 0.063100 2.628386 0.3 0.4 0.5
H 3.953764 -0.968641 4.137849 -0.3 0.1 -0.4
H 3.288355 -1.555420 2.543320 0.0 -0.3 0.5
H 6.118949 -0.589934 2.959457 0.1 -0.7 0.4
H 6.665609 -2.970779 2.471515 -0.1 -0.3 0.2
H 4.953872 -3.408519 2.277425 -0.1 0.2 0.1
H 6.272619 -1.328541 4.992223 0.0 -0.4 0.2
H 7.453498 -2.648792 5.008557 -0.3 -0.2 -0.3
H 6.127655 -2.666524 6.189775 -0.1 0.0 -0.8
H 6.063872 -0.376273 0.843993 0.6 0.6 -0.2
H 4.625960 -1.038128 0.658198 -0.7 0.0 -0.2
C -2.453493 -6.483069 3.265937 0.0 0.8 0.4
C -3.647287 -6.599907 2.337293 0.1 0.0 -0.1
C -4.670392 -5.523749 2.616262 -1.0 0.4 0.8
O -4.068247 -4.258716 2.521632 0.2 0.7 0.1
C -4.948225 -3.185619 2.873979 0.8 -1.1 -0.5
N -3.298621 -6.467902 0.934871 0.8 -1.8 -1.5
H -2.761702 -6.483383 4.307985 -0.1 -0.3 0.3
H -2.026799 -5.495649 3.111240 0.3 0.1 -0.1
H -1.681688 -7.230373 3.114269 0.0 -0.2 -0.2
H -4.136974 -7.571134 2.531377 0.1 0.3 -0.5
H -5.076815 -5.609161 3.646073 0.1 -0.3 -0.3
H -5.522056 -5.548687 1.909781 0.3 -0.4 0.1
H -4.346770 -2.302620 2.735431 0.0 0.5 0.2
H -5.310380 -3.293961 3.897995 0.0 0.1 0.1
H -5.775187 -3.167608 2.178930 -0.5 0.1 -0.2
H -2.738090 -7.282835 0.579810 -0.9 1.0 0.7
H -2.751501 -5.652860 0.668891 -0.2 0.2 0.7
C -6.710451 -1.933605 -0.215199 -1.4 -0.1 0.2
C -7.546181 -1.066858 -1.187772 1.7 -0.1 0.0
C -8.104698 0.103901 -0.397613 -0.1 -0.3 0.0
O -9.165267 -0.389530 0.429999 0.6 0.6 1.2
C -8.963431 -0.022307 1.814096 0.0 -0.1 -1.2
N -6.606839 -0.654681 -2.254474 -0.7 1.4 0.4
H -7.448180 -2.389470 0.461635 0.4 0.0 0.2
H -5.981650 -1.346534 0.370881 -0.3 -0.2 -0.4
H -6.236442 -2.756747 -0.739379 0.3 -0.1 -0.1
H -8.358450 -1.646945 -1.602577 -0.5 -0.3 0.1
H -8.543455 0.884433 -1.004684 0.1 0.3 -0.5
H -7.263353 0.529785 0.165765 -0.3 0.1 0.2
H -9.830400 -0.264084 2.376274 -1.1 -0.2 0.2
H -8.729898 1.023826 1.960217 0.0 0.5 -0.3
H -8.168198 -0.588348 2.243823 0.9 -0.5 0.2
H -6.272723 -1.453664 -2.749545 0.2 -0.5 -0.3
H -7.041494 -0.020804 -2.931550 0.1 -0.3 0.3
C -2.099757 6.966605 -0.041332 -1.5 0.1 -0.1
C -1.056960 5.951343 0.342606 0.3 0.8 0.4
C -0.693944 6.117904 1.809566 1.3 0.2 -0.1
O 0.659377 5.668870 2.057501 -0.5 -0.6 -0.3
C 1.066365 5.829296 3.393796 -0.2 0.8 0.1
N -1.533750 4.597252 0.083957 0.3 -0.1 0.3
H -1.776955 8.002787 0.015838 0.4 0.0 0.1
H -2.986224 6.875289 0.605348 0.1 0.0 0.0
H -2.478196 6.817998 -1.060461 0.2 -0.2 0.1
H -0.185528 6.251169 -0.212750 0.7 -0.3 -0.4
H -1.425058 5.580048 2.387997 -0.3 -0.5 0.7
H -0.665734 7.148093 2.150190 -0.6 0.5 -0.3
H 0.384493 5.323222 4.072606 -0.2 -0.2 0.3
H 1.097568 6.910941 3.705959 0.0 -0.8 -0.3
H 2.051547 5.383109 3.518382 0.1 0.1 -0.2
H -0.947273 3.951727 0.608986 -0.1 -0.1 -0.2
H -1.402587 4.340853 -0.891485 -0.2 -0.1 0.1
C 1.057659 0.631803 4.000994 1.1 0.5 -0.1
C -0.325000 1.100098 4.244759 -1.0 1.1 -0.5
C -0.463574 1.763734 5.616963 -0.6 0.5 0.6
O -1.835630 2.096821 5.854952 -0.1 -0.3 -1.2
C -2.143527 2.701282 7.080635 0.7 0.6 -0.1
N -0.807949 1.943959 3.103361 0.8 -0.7 0.6
H 1.101740 0.125078 3.039264 0.1 0.2 -0.2
H 1.321510 -0.133574 4.727601 0.3 0.2 0.3
H 1.747312 1.510467 4.021888 -0.1 -0.8 -0.1
H -0.914085 0.194879 4.227278 -0.6 -0.1 0.2
H 0.154783 2.694787 5.762509 -0.3 -0.7 -0.4
H -0.156577 1.034549 6.370501 0.2 -0.1 0.2
H -1.372828 3.465204 7.297908 -0.3 -0.1 0.2
H -2.145740 1.954496 7.876085 -0.1 0.1 0.2
H -3.111873 3.224186 6.999743 0.3 -0.5 0.0
H -1.810037 1.927441 3.125919 -0.5 0.4 0.0
H -0.486017 2.906511 3.193507 -0.1 -0.1 0.0
C 7.006806 3.176799 -5.528906 -0.4 0.6 0.8
C 6.148622 3.069844 -4.213391 -0.1 -0.4 0.0
C 4.848367 2.225913 -4.316814 0.9 0.2 -0.4
O 4.107031 2.693892 -5.419667 -0.2 0.5 0.3
C 2.790448 2.195603 -5.621975 1.1 -0.3 -0.3
N 6.765827 2.593932 -2.947212 -0.1 -0.1 -0.9
H 6.427055 3.654798 -6.330852 -0.1 -0.1 0.4
H 7.373569 2.247351 -5.941679 0.1 -0.5 0.2
H 7.860578 3.847865 -5.335771 -0.2 -0.4 0.0
H 5.838767 4.093198 -4.005892 -0.1 0.1 0.0
H 4.372672 2.362283 -3.327607 -0.3 -0.3 -0.5
H 5.109738 1.156381 -4.489880 -0.2 0.3 0.3
H 2.518159 2.619947 -6.574137 -0.4 -0.1 -0.4
H 2.065144 2.536833 -4.895639 -0.1 0.0 0.5
H 2.833894 1.098104 -5.700191 -0.3 0.2 0.1
H 7.183610 1.667230 -3.018060 0.0 0.2 -0.2
H 7.457004 3.233260 -2.597295 0.3 0.2 0.0
C 4.560485 -5.033907 -4.731221 -1.2 -1.1 0.6
C 4.916212 -3.938799 -5.666516 1.6 0.9 0.1
C 4.434641 -2.616934 -5.115105 -1.5 0.0 -0.5
O 3.015705 -2.379540 -5.202293 0.3 -0.2 0.4
C 2.552221 -1.978206 -6.465686 -0.3 0.6 -0.4
N 6.411691 -3.735809 -5.521640 -0.4 -0.7 -1.3
H 5.104983 -4.937721 -3.778493 -0.1 0.1 -0.3
H 4.739393 -6.038533 -5.134705 0.1 0.2 0.0
H 3.477009 -4.979206 -4.515219 0.4 -0.1 0.0
H 4.573024 -4.132511 -6.696818 0.2 0.1 0.3
H 4.994287 -1.822469 -5.605503 0.0 0.4 0.1
H 4.667719 -2.680185 -4.062249 0.0 0.5 0.3
H 1.469721 -1.712554 -6.458033 0.7 -0.5 0.5
H 2.714393 -2.724826 -7.238860 0.0 -0.3 -0.1
H 3.061996 -1.071879 -6.800831 0.2 0.2 0.0
H 6.816130 -4.658737 -5.653181 0.2 0.0 0.2
H 6.769530 -3.216710 -6.328836 -0.2 0.1 0.3
C -0.427545 0.419991 -3.705080 -0.6 0.1 -1.2
C -0.889401 1.802315 -3.305827 1.3 1.6 1.5
C -1.661800 2.596301 -4.316719 -0.4 0.2 -1.0
O -0.752169 3.108914 -5.293471 0.3 -0.1 0.4
C -1.333524 3.759290 -6.386163 -0.8 -0.4 0.0
N -1.593777 2.013128 -2.052018 -1.0 -0.5 0.5
H 0.227810 0.577710 -4.588553 -0.4 -0.4 0.3
H -1.304571 -0.194143 -4.002537 0.6 0.0 0.2
H 0.166674 -0.082742 -2.944996 -0.2 0.1 0.2
H 0.009440 2.398666 -3.090853 0.2 -0.3 -0.6
H -2.212208 3.433232 -3.805371 0.5 -0.6 -0.5
H -2.394376 1.905711 -4.793203 0.1 0.5 0.0
H -0.584160 4.033906 -7.107872 0.5 0.2 0.0
H -1.924226 4.631975 -6.112030 0.1 0.3 0.3
H -2.025210 3.093503 -6.893493 -0.3 -0.3 -0.2
H -1.387559 1.303301 -1.375299 0.8 -0.4 0.5
H -2.587962 1.890263 -2.163944 -0.5 0.1 -0.3
C 1.496678 4.472747 -2.187426 -0.2 0.9 -1.4
C 2.175126 5.602706 -3.091339 -0.7 -1.0 0.2
C 2.063878 6.952892 -2.407002 0.7 -0.2 1.1
O 0.759610 7.306891 -2.082508 -1.1 0.3 1.0
C -0.122241 7.842287 -3.047965 0.4 0.0 -0.1
N 3.584975 5.384620 -3.448493 0.0 -1.0 0.4
H 0.416375 4.683507 -2.089694 0.5 0.0 0.1
H 1.903846 4.308335 -1.201779 0.4 0.3 0.4
H 1.556817 3.534036 -2.726576 0.2 -0.2 -0.1
H 1.558101 5.592129 -4.013600 0.5 0.1 0.2
H 2.585149 7.784123 -2.907676 0.0 -0.4 -0.3
H 2.560709 6.796361 -1.404926 -0.3 0.4 -0.8
H -0.605314 7.034510 -3.622452 0.2 0.3 -0.2
H 0.446346 8.540909 -3.690296 -0.5 -0.3 -0.1
H -0.923523 8.389219 -2.516000 0.5 -0.2 -0.2
H 4.102915 5.152484 -2.591972 -0.2 0.4 -0.2
H 3.685709 4.513629 -3.987790 -0.3 0.6 -0.1
C 1.522569 -7.151076 0.905134 -0.4 0.6 1.0
C 0.741225 -5.850109 1.046826 0.0 2.0 -1.0
C 1.731004 -4.636814 0.883990 0.4 -1.3 1.4
O 2.385486 -4.765909 -0.339786 0.5 0.6 -1.0
C 3.208361 -3.652193 -0.747667 -0.4 -0.4 1.0
N -0.247332 -5.662821 -0.035073 -0.9 -0.1 0.6
H 2.389466 -7.070764 1.580149 0.1 -0.3 -0.5
H 1.773274 -7.175106 -0.167419 0.3 -0.6 0.6
H 0.916465 -7.991630 1.270214 0.2 0.0 -0.5
H 0.225632 -5.601882 2.004393 0.4 -0.9 -0.4
H 2.468680 -4.735586 1.733076 -0.4 0.3 -0.6
H 1.202158 -3.695080 1.026698 -0.1 0.2 -0.4
H 4.050550 -3.498697 -0.056830 0.1 -0.4 -0.2
H 2.649800 -2.730175 -0.678251 -0.4 0.4 -0.2
H 3.544412 -3.797195 -1.778876 -0.1 -0.2 0.3
H 0.179321 -5.571315 -0.935794 0.6 0.2 -0.4
H -0.927645 -6.415055 -0.145821 0.4 0.1 0.4
C 0.551904 -2.844016 3.621603 0.3 -0.3 -0.2
O -0.323684 -2.092701 4.446890 0.6 -0.6 -0.5
C -1.564431 -2.764637 4.432908 -0.6 -0.1 0.9
C -2.425401 -2.144770 5.512789 -0.4 0.8 -1.7
N -1.737246 -2.274606 6.731770 1.7 -0.6 1.2
C -2.418554 -1.685437 7.831076 -1.0 0.9 0.9
C -2.016672 -2.221457 9.213714 -0.3 0.2 -0.4
O -2.624252 -1.431781 10.249217 0.6 -0.8 -0.4
C -2.114141 -1.879771 11.491667 -0.4 1.7 1.1
H 0.166878 -2.884222 2.585210 0.2 0.1 0.4
H 0.665407 -3.884129 3.969804 -0.3 0.1 0.1
H 1.562905 -2.445152 3.646418 -0.1 0.5 -0.1
H -1.396392 -3.825728 4.689921 -0.2 0.2 -0.3
H -2.045392 -2.653053 3.470185 -0.1 -0.2 -0.5
H -3.454797 -2.581447 5.495826 0.8 0.1 0.3
H -2.539548 -1.065485 5.251536 -0.3 -0.2 -0.1
H -0.747808 -1.981669 6.618264 -1.1 -0.2 0.2
H -3.471731 -1.889394 7.617655 -0.1 -0.2 0.6
H -2.419081 -0.575976 7.877754 0.5 -0.1 -0.1
H -0.918645 -2.182856 9.332199 -0.2 -0.1 -0.1
H -2.356740 -3.269421 9.285233 0.3 0.2 0.1
H -2.622052 -1.284976 12.305732 0.5 -0.5 -0.9
H -1.022665 -1.694121 11.571378 -0.4 -0.2 -0.1
H -2.335254 -2.914064 11.699982 0.0 -0.6 -0.2
C -9.456421 4.630872 0.873398 1.0 0.2 -1.1
O -8.100137 4.692615 1.374291 -1.4 0.2 -1.1
C -7.217771 4.132807 0.386634 -0.3 -0.1 1.4
C -5.839579 4.457308 0.876388 -0.2 1.5 -0.5
N -4.794819 3.904829 0.057641 1.3 0.5 0.5
C -4.554323 2.506811 0.305357 0.7 -0.9 0.5
C -4.444095 2.049141 1.791448 0.6 -0.6 -0.9
O -5.764243 1.737945 2.193354 0.0 0.2 0.3
C -5.944528 1.496495 3.564863 0.0 -0.9 0.1
H -9.915636 3.638549 0.921427 0.3 -0.1 0.2
H -9.464696 4.942062 -0.201287 0.0 -0.2 0.6
H -10.086914 5.328752 1.382078 -0.2 0.4 0.7
H -7.378388 4.535052 -0.613902 -0.2 0.0 0.0
H -7.401697 3.080231 0.441387 0.0 -1.0 -0.6
H -5.774735 4.261245 1.947219 0.0 -0.2 0.1
H -5.805948 5.546940 0.736760 0.3 0.0 0.4
H -3.917129 4.410710 0.291692 -0.6 -0.5 -0.5
H -3.647008 2.197884 -0.251402 -0.5 0.2 0.3
H -5.400452 1.934781 -0.057141 -0.1 -0.3 -0.4
H -3.968474 2.802871 2.415683 -0.1 0.4 0.2
H -3.778678 1.139245 1.863172 -0.6 0.5 -0.1
H -6.890748 0.973012 3.669997 -0.1 -0.2 0.0
H -6.043293 2.359034 4.210149 0.3 0.8 -0.1
H -5.140478 0.859719 3.963195 -0.1 0.0 0.0
C 7.509393 -1.144981 -3.445661 0.5 -0.6 0.3
O 7.810401 -0.122723 -2.499606 0.6 -0.3 -0.6
C 8.296446 -0.627088 -1.266806 0.0 0.2 0.2
C 8.537460 0.497834 -0.277009 0.1 0.5 -0.8
N 7.337709 1.262933 -0.035510 -0.2 -0.5 -0.7
C 7.274389 2.139089 1.109403 -0.7 -0.3 -0.2
C 5.819206 2.428942 1.514881 0.0 1.2 1.1
O 5.281745 3.589730 0.864427 1.5 -1.2 -0.7
C 4.174861 4.132839 1.481684 -0.2 0.4 1.0
H 7.234905 -0.715965 -4.407138 -0.1 0.3 0.2
H 6.706407 -1.772192 -3.074543 -0.4 0.0 0.0
H 8.334805 -1.861619 -3.643292 0.0 0.6 0.3
H 9.235305 -1.165460 -1.338453 0.4 -0.1 -0.6
H 7.588345 -1.343604 -0.896293 -0.7 -0.3 0.5
H 9.382516 1.113281 -0.671117 -0.3 -0.2 0.3
H 8.857494 0.035380 0.644365 0.2 -0.1 0.4
H 6.988012 1.635096 -0.928586 0.0 0.2 0.9
H 7.807080 3.100123 1.011996 -0.2 0.0 -0.1
H 7.737834 1.651719 1.990637 -0.1 -0.1 -0.6
H 5.974853 2.683009 2.594280 -0.8 -0.2 -0.3
H 5.058777 1.621835 1.400490 0.9 0.1 0.1
H 4.493820 4.640644 2.442940 -0.6 -0.2 -0.9
H 3.397075 3.394155 1.720015 0.1 -0.1 0.1
H 3.761624 4.802618 0.735463 -0.2 0.5 0.4
C -3.162645 -1.294151 0.222643 -1.2 -0.3 0.7
O -1.927503 -0.934655 -0.249419 1.7 0.9 0.1
C -0.858984 -1.270316 0.643365 0.0 0.4 -0.1
C 0.459878 -0.677527 0.139283 -0.6 -2.0 0.7
N 0.426943 0.727765 0.114157 -1.3 1.5 1.0
C 1.727625 1.318063 0.317532 0.2 1.0 -0.7
C 2.713624 1.111800 -0.872616 -0.1 -0.4 1.8
O 3.223773 -0.239925 -0.888055 0.4 1.3 -1.4
C 4.044423 -0.375282 -2.086489 0.1 -0.9 1.7
H -3.971200 -0.785561 -0.313072 0.4 -0.1 -0.3
H -3.316667 -1.024168 1.277655 0.2 0.1 0.1
H -3.271907 -2.372933 0.157863 -0.4 -0.4 0.0
H -0.756287 -2.361141 0.708627 -0.1 -0.1 0.0
H -1.052619 -0.874068 1.678670 -0.1 -0.2 -0.7
H 0.662433 -1.089265 -0.826627 0.2 -0.3 -0.9
H 1.246714 -1.115853 0.793319 -0.1 0.3 0.1
H -0.175219 1.005167 0.934571 0.8 0.1 -1.0
H 2.052260 0.980465 1.306123 1.1 -0.1 -0.2
H 1.614778 2.419458 0.421712 -0.1 -0.5 -0.2
H 3.546976 1.820967 -0.732226 0.0 -0.2 -0.1
H 2.231442 1.353339 -1.821805 -0.3 -0.1 0.0
H 3.454618 -0.346950 -2.985920 -0.4 0.1 -0.4
H 4.486707 -1.361614 -1.965711 0.1 -0.2 -0.3
H 4.875187 0.333590 -2.134445 -0.2 0.3 0.2
C 0.442198 -3.368315 -3.196518 0.0 -0.4 0.6
O -0.770940 -4.141640 -3.138055 1.3 0.3 -0.2
C -1.755895 -3.576326 -2.298211 0.6 0.4 0.1
C -2.980316 -4.368680 -2.515148 -1.3 -0.6 0.6
N -3.562074 -4.329994 -3.824661 0.3 -0.1 -1.3
C -4.342358 -3.129451 -4.105009 -2.1 -1.2 -0.1
C -4.836347 -3.173890 -5.571637 0.2 -0.1 0.8
O -3.667707 -2.953668 -6.311496 -0.5 -0.1 -1.1
C -3.829739 -3.106079 -7.722343 1.5 -0.2 0.4
H 0.985843 -3.412508 -2.226163 -0.5 0.2 -0.3
H 0.301400 -2.312170 -3.486570 -0.3 -0.4 0.1
H 1.112320 -3.816344 -3.924450 -0.2 -0.2 -0.2
H -1.920848 -2.568740 -2.656549 0.0 0.7 0.4
H -1.459597 -3.616576 -1.228069 0.0 0.2 -0.5
H -3.823775 -4.038243 -1.934892 -0.1 0.6 1.1
H -2.814504 -5.367420 -2.105623 0.1 -0.4 -0.6
H -2.873014 -4.470635 -4.568564 -0.2 0.1 0.4
H -3.873400 -2.164420 -3.923852 0.4 0.2 -0.1
H -5.263918 -3.135068 -3.440516 0.9 -0.2 -0.5
H -5.574431 -2.383405 -5.728939 0.0 0.3 -0.1
H -5.319659 -4.124218 -5.910470 0.4 0.4 0.7
H -4.136466 -4.130923 -8.024605 -0.2 0.5 0.4
H -2.767536 -3.007802 -8.007743 -0.6 0.2 -0.7
H -4.466789 -2.333727 -8.193704 0.2 -0.3 0.3
```
Forces are in eV/Å.

- Energy relative to the best compared isomer or geometry (same formula, charge and spin): 0.0000 eV
- Charge: 0
- Gap between HOMO and LUMO: 8.9 eV
- LUMO energy: 0.021 Eh
- E_HOMO: -8.341 eV
- E_tot: -138879.2617 eV

These are the Löwdin partial charges, in e, on atoms 1 to 6: number 1, C, carries -0.051; number 2, C, carries -0.474; number 3, C, carries -0.152; number 4, O, carries -0.205; number 5, C, carries -0.125; number 6, N, carries 0.079